[1]
DFT (ωB97M-V with the def2-TZVPD basis set) results for a single C5H4O molecule in a non-equilibrium geometry.

Each atom is followed by the atoms it is bonded to, with distances in Å.
Element x y z (Å)
1 O -1.0270 -1.2996 -1.8322  C3 1.216
2 C -0.1777 0.9845 0.6406  C4 1.322, C5 1.462, H9 1.081
3 C -0.8576 -0.4557 -0.9735  O1 1.216, C5 1.489
4 C -1.3896 1.2260 0.1708  C2 1.322, H8 1.066
5 C 0.2920 -0.2108 -0.0590  C2 1.462, C3 1.489, C6 1.334
6 C 1.3629 -0.9937 0.0790  C5 1.334, H7 1.077, H10 1.078
7 H 2.1342 -0.7778 0.7995  C6 1.077
8 H -2.2070 1.8961 0.3066  C4 1.066
9 H 0.3941 1.5115 1.3918  C2 1.081
10 H 1.4754 -1.8806 -0.5235  C6 1.078

Properties
- energy relative to the best compared isomer or geometry (same formula, charge and spin) (kcal per mole) = 59.9
- lowest unoccupied orbital energy (eV) = 0.160
- Kohn-Sham gap (eV) = 9.26
- E (eV) = -7293.10881
- charge = 0

***

[2]
DFT (ωB97M-V with the def2-TZVPD basis set) results for a single C5H4O molecule in a non-equilibrium geometry.

Each atom is followed by the atoms it is bonded to, with distances in Å.
Element x y z (Å)
1 O -1.1271 -1.0719 0.0955  C4 1.389, C5 1.384
2 C -0.5534 1.1288 -0.2208  C3 1.424, C4 1.371, H8 1.077
3 C 0.5937 0.3217 -0.4652  C2 1.424, C5 1.374, C6 1.467
4 C -1.5610 0.2470 0.0729  O1 1.389, C2 1.371, H10 1.171
5 C 0.2025 -0.9821 -0.2798  O1 1.384, C3 1.374, C6 1.463
6 C 1.5706 -0.6215 0.0910  C3 1.467, C5 1.463, H7 1.015, H9 1.141
7 H 1.8355 -0.7565 1.0618  C6 1.015
8 H -0.8009 2.1768 -0.1846  C2 1.077
9 H 2.5448 -0.7556 -0.4874  C6 1.141
10 H -2.7048 0.3134 0.3166  C4 1.171

Properties
- energy relative to the best compared isomer or geometry (same formula, charge and spin) (kcal per mole) = 89.6
- lowest unoccupied orbital energy (eV) = 0.780
- SMILES = c1cc2c(o1)C2
- Kohn-Sham gap (eV) = 9.48
- E (eV) = -7291.82472
- charge = 0

***

[3]
DFT (ωB97M-V with the def2-TZVPD basis set) results for a single C5H4O2 molecule.

Each atom is followed by the atoms it is bonded to, with distances in Å.
Element x y z (Å)
1 O 2.3695 -1.3797 0.1049  C7 1.197
2 O 0.1619 -1.6779 0.1847  C6 1.339, C7 1.408
3 C 1.0615 0.5910 -0.0774  C5 1.336, C7 1.468, H11 1.085
4 C -1.3198 0.1292 0.0854  C5 1.490, C6 1.469, H8 1.091, H10 1.140
5 C -0.1815 1.0793 -0.0637  C3 1.336, C4 1.490, H9 1.090
6 C -1.0989 -1.2866 0.4100  O2 1.339, C4 1.469
7 C 1.2958 -0.8513 0.0649  O1 1.197, O2 1.408, C3 1.468
8 H -2.2534 0.5504 0.4614  C4 1.091
9 H -0.3601 2.1518 -0.1428  C5 1.090
10 H -1.6696 -0.4034 -0.8599  C4 1.140
11 H 1.9560 1.1964 -0.1818  C3 1.085

Properties
- energy relative to the best compared isomer or geometry (same formula, charge and spin) (kcal per mole) = 68.2
- lowest unoccupied orbital energy (eV) = -0.114
- Kohn-Sham gap (eV) = 8.77
- E (eV) = -9341.22564
- charge = 0

***

[4]
DFT (ωB97M-V with the def2-TZVPD basis set) results for a single C5H4O2 molecule.

Each atom is followed by the atoms it is bonded to, with distances in Å.
Element x y z (Å)
1 O 0.5048 -0.7240 2.8554  C6 1.184
2 O 0.3881 1.5420 2.0737  C4 1.428, C6 1.381
3 C 0.0299 -1.3180 -1.1204  C5 1.334, H9 1.088, H11 1.085
4 C 0.0983 0.8226 0.8743  O2 1.428, C6 1.402, C7 1.320
5 C -0.3946 -0.0706 -1.3281  C3 1.334, C7 1.472, H10 1.087
6 C 0.3501 0.1616 2.0847  O1 1.184, O2 1.381, C4 1.402
7 C -0.1808 1.0486 -0.3955  C4 1.320, C5 1.472, H8 1.087
8 H -0.2662 2.0736 -0.7461  C7 1.087
9 H 0.6084 -1.5906 -0.2397  C3 1.088
10 H -0.9469 0.1681 -2.2338  C5 1.087
11 H -0.1911 -2.1133 -1.8245  C3 1.085

Properties
- energy relative to the best compared isomer or geometry (same formula, charge and spin) (kcal per mole) = 55.7
- lowest unoccupied orbital energy (eV) = -0.056
- SMILES = C=C/C=C1/OC1=O
- Kohn-Sham gap (eV) = 9.30
- E (eV) = -9341.76775
- charge = 0

***

[5]
DFT (ωB97M-V with the def2-TZVPD basis set) results for 2 unconnected molecules or ions with the total composition C5H4O2 in a non-equilibrium geometry.

Each atom is followed by the atoms it is bonded to, with distances in Å.
Element x y z (Å)
1 O -2.1788 -1.6147 0.5276  C3 1.174
2 O -1.3589 -0.4009 -2.4626  C6 1.131
3 C -1.2259 -0.9463 0.6811  O1 1.174, C7 1.333
4 C 0.7887 0.6057 0.6404  C5 1.340, C7 1.461, H8 1.089
5 C 1.3198 0.6236 -0.5894  C4 1.340, H9 1.086, H11 1.086
6 C -1.0844 -0.2036 -1.3832  O2 1.131
7 C -0.1742 -0.3287 1.2185  C3 1.333, C4 1.461, H10 1.086
8 H 1.0680 1.4128 1.3166  C4 1.089
9 H 1.8626 1.4959 -0.9411  C5 1.086
10 H -0.2336 -0.4324 2.2983  C7 1.086
11 H 1.2376 -0.1991 -1.2937  C5 1.086

Properties
- energy relative to the best compared isomer or geometry (same formula, charge and spin) (kcal per mole) = 49.0
- lowest unoccupied orbital energy (eV) = 0.473
- Kohn-Sham gap (eV) = 8.96
- E (eV) = -9342.05684
- charge = 0

***

[6]
DFT (ωB97M-V with the def2-TZVPD basis set) results for a single C5H4O2 molecule in a non-equilibrium geometry.

Each atom is followed by the atoms it is bonded to, with distances in Å.
Element x y z (Å)
1 O -1.3981 -0.4605 0.4196  C6 1.344, C7 1.404
2 O -1.5906 -1.7108 -1.4132  C7 1.201
3 C 0.3541 1.0864 0.6576  C5 1.429, C6 1.339, H10 1.082
4 C 0.5326 -0.6774 -0.9967  C5 1.351, C7 1.461, H9 1.087
5 C 1.1178 0.2741 -0.2364  C3 1.429, C4 1.351, H8 1.081
6 C -0.8205 0.5767 1.0486  O1 1.344, C3 1.339, H11 1.082
7 C -0.8787 -0.9831 -0.7760  O1 1.404, O2 1.201, C4 1.461
8 H 2.1767 0.3695 -0.0435  C5 1.081
9 H 1.0519 -1.3174 -1.7046  C4 1.087
10 H 0.7967 1.9716 1.0944  C3 1.082
11 H -1.3419 0.8708 1.9503  C6 1.082

Properties
- energy relative to the best compared isomer or geometry (same formula, charge and spin) (kcal per mole) = 9.3
- lowest unoccupied orbital energy (eV) = 0.242
- SMILES = O=c1cccco1
- Kohn-Sham gap (eV) = 9.41
- E (eV) = -9343.77890
- charge = 0

***

[7]
DFT (ωB97M-V with the def2-TZVPD basis set) results for a single C5H4O2 molecule in a non-equilibrium geometry.

Each atom is followed by the atoms it is bonded to, with distances in Å.
Element x y z (Å)
1 O -1.0217 0.7495 -0.7579  C3 1.394, C6 1.401
2 O -2.7587 0.4007 0.6579  C6 1.194
3 C 0.3644 0.6370 -0.6627  O1 1.394, C4 1.524, C7 1.525, H10 1.093
4 C 0.5741 -0.3125 0.5109  C3 1.524, C5 1.328, C7 1.452
5 C -0.5318 -0.3840 1.2421  C4 1.328, C6 1.498, H11 1.085
6 C -1.5834 0.3400 0.4585  O1 1.401, O2 1.194, C5 1.498
7 C 1.3344 -0.5392 -0.7055  C3 1.525, C4 1.452, H8 1.092, H9 1.088
8 H 2.3180 -0.0785 -0.5946  C7 1.092
9 H 1.2910 -1.4154 -1.3496  C7 1.088
10 H 0.8379 1.5958 -0.8905  C3 1.093
11 H -0.8241 -0.9934 2.0914  C5 1.085

Properties
- energy relative to the best compared isomer or geometry (same formula, charge and spin) (kcal per mole) = 67.1
- lowest unoccupied orbital energy (eV) = -0.015
- SMILES = O=C1C=C2C[C@H]2O1
- Kohn-Sham gap (eV) = 9.39
- E (eV) = -9341.27117
- charge = 0

***

[8]
DFT (ωB97M-V with the def2-TZVPD basis set) results for a single C5H4O2 molecule.

Each atom is followed by the atoms it is bonded to, with distances in Å.
Element x y z (Å)
1 O -0.4545 0.1488 1.3777  C3 1.436, C4 1.351
2 O 0.1086 1.9301 0.0296  C3 1.389, H11 0.969
3 C -0.5748 0.7220 0.0670  O1 1.436, O2 1.389, C6 1.496, C7 1.419
4 C 0.5000 -0.7933 1.2181  O1 1.351, C5 1.360, H9 1.086
5 C 0.8486 -1.0736 -0.0662  C4 1.360, C6 1.440, H10 1.080
6 C -0.1179 -0.3597 -0.8601  C3 1.496, C5 1.440, C7 1.329
7 C -1.3122 0.1999 -1.0273  C3 1.419, C6 1.329, H8 1.079
8 H -2.1096 0.4254 -1.7178  C7 1.079
9 H 0.8395 -1.2693 2.1327  C4 1.086
10 H 1.6209 -1.7565 -0.3878  C5 1.080
11 H 0.6514 1.8262 -0.7659  O2 0.969

Properties
- energy relative to the best compared isomer or geometry (same formula, charge and spin) (kcal per mole) = 94.4
- lowest unoccupied orbital energy (eV) = 0.616
- SMILES = O[C@@]12C=C1C=CO2
- Kohn-Sham gap (eV) = 9.73
- E (eV) = -9340.09038
- charge = 0

***

Question: The highest lowest unoccupied orbital energy belongs to which entry?
Answer: number 2